# 1
The following is a quantum chemistry calculation of 2 unconnected molecules or ions with the total composition C4H9BrN at a distorted geometry, from OMol25.

Geometry as XYZ:
```
15
Properties=species:S:1:pos:R:3:forces:R:3
Br -2.870489 0.362749 -0.153316 0.2 0.1 0.0
N 0.258642 0.919134 0.830374 -0.6 -4.8 2.9
C -1.320460 -0.561028 -0.051370 0.7 -0.3 1.6
C -0.792746 -1.735545 0.654136 -1.6 -1.4 -0.3
C -0.587093 -1.491352 -0.892296 -1.5 -1.8 0.1
C 0.518647 1.627571 -0.272758 2.2 2.9 -6.0
H -0.158826 1.322218 1.651057 -0.3 0.5 0.0
H 1.162680 2.577860 -0.182337 -1.2 -1.1 0.2
H -1.289416 -2.198451 -1.571186 1.9 1.9 1.5
H -0.468794 1.851406 -0.769164 1.2 0.4 0.1
H -0.085526 -1.667150 1.458709 0.9 0.5 -0.4
H 1.175019 0.980477 -1.034782 -1.6 1.3 1.5
H -1.421416 -2.616116 0.960777 0.0 1.2 -0.7
H 1.040863 0.311909 1.129919 -0.7 0.5 -0.1
H 0.413179 -1.294390 -1.207155 0.4 0.2 -0.5
```
Positions in Å, forces in eV/Å.

The value obtained for the energy is -2786.1728 Eh. As for the total charge: +1. As for the relative energy (zero: lowest compared OMol25 entry of this formula, charge and spin): 2.6240 eV. Its LUMO energy (spin up / spin down) is -5.92 / -5.92 eV. The calculation puts the orbital gap (spin up / spin down) at 8.6 / 8.6 eV. The calculation puts the HOMO energy (spin up / spin down) at -14.556 / -14.555 eV.

These are the Mulliken partial charges, in e, on atoms 1 to 2: atom 1 (Br): 0.1112, atom 2 (N): -0.3718



# 2
The following is a quantum chemistry calculation of 2 unconnected molecules or ions with the total composition C5H11NO at a distorted geometry, from OMol25.

Geometry as XYZ:
```
18
Properties=species:S:1:pos:R:3:forces:R:3
O 1.128187 -3.048618 2.643818 1.6 1.0 2.5
N 2.262384 1.569438 0.027244 1.5 -3.1 2.0
C 0.278033 0.284280 -0.290729 2.6 -2.4 -0.5
C -0.981482 0.568246 -0.568850 -2.3 -0.8 -0.9
C -1.944038 -0.367674 -1.207743 -0.1 1.8 0.1
C -2.697053 0.143439 -2.165975 -2.3 0.5 -0.9
C 1.013248 1.265522 0.535008 -2.9 -1.4 4.3
H 0.756700 -0.734086 -0.547039 -0.7 1.9 0.2
H 0.256933 2.051084 0.670254 1.0 0.6 0.0
H -3.659787 -0.218494 -2.632921 1.6 -0.6 0.6
H 1.952584 -3.507595 2.447625 -0.1 -0.5 -0.7
H -2.156461 -1.344284 -0.893002 0.4 -1.3 0.8
H -2.512722 1.132755 -2.515682 0.2 0.8 0.0
H -1.346716 1.528386 -0.174241 -0.2 -0.3 -0.9
H 2.323258 1.943941 -0.893343 0.5 0.0 -0.9
H 2.832025 0.714470 0.406209 0.0 2.7 -1.8
H 1.459598 -2.713116 3.549725 -1.4 -0.4 -1.8
H 1.035307 0.732302 1.609641 0.6 1.5 -2.0
```
Positions in Å, forces in eV/Å.

The value obtained for the energy is -326.6768 Eh. As for the total charge: +1. As for the relative energy (zero: lowest compared OMol25 entry of this formula, charge and spin): 4.0067 eV. Its LUMO energy (spin up / spin down) is -3.66 / -8.51 eV. As for the expectation value of S²: 0.765. The calculation puts the orbital gap (spin up / spin down) at 10.5 / 5.0 eV. The calculation puts the HOMO energy (spin up / spin down) at -14.125 / -13.535 eV. Its multiplicity is 2.

These are the Mulliken partial charges, in e, on atoms 1 to 2: atom 1 (O): -0.6527, atom 2 (N): -0.2416



# 3
The following is a quantum chemistry calculation of 2 unconnected molecules or ions with the total composition C2H8OS2 at a distorted geometry, from OMol25.

Geometry as XYZ:
```
13
Properties=species:S:1:pos:R:3:forces:R:3
S -0.584156 -0.025105 -1.211815 -0.9 0.9 0.3
S -0.142926 -1.887329 -0.605823 0.3 -0.6 0.3
O -2.837954 1.921968 2.770121 -0.8 0.1 0.7
C 1.050034 -1.677860 0.772639 0.5 0.0 -1.4
C 0.802940 0.459148 -2.260361 0.4 -1.7 0.4
H -3.367517 2.736866 2.903736 1.0 -0.7 -0.6
H 1.008051 -0.476985 -2.783460 0.3 0.3 -0.3
H 1.646341 0.663619 -1.607663 0.2 0.5 -0.3
H -2.166559 2.012062 2.092398 -0.2 0.6 -0.1
H 1.695084 -2.555440 0.798090 -0.5 -0.4 0.2
H 1.755206 -0.940062 0.390288 -0.2 0.5 0.6
H 0.574391 -1.462801 1.715081 0.0 0.2 0.2
H 0.567065 1.231914 -2.973235 -0.2 0.4 0.1
```
Positions in Å, forces in eV/Å.

The value obtained for the energy is -952.5957 Eh. As for the relative energy (zero: lowest compared OMol25 entry of this formula, charge and spin): 0.4875 eV. Its LUMO energy is 0.69 eV. The calculation puts the orbital gap at 9.5 eV. The calculation puts the HOMO energy at -8.844 eV.

These are the Mulliken partial charges, in e, on atoms 1 to 2: atom 1 (S): -0.0679, atom 2 (S): -0.0894



# 4
The following is a quantum chemistry calculation of a molecular structure, C5H14CeClO3SYb at a distorted geometry, from OMol25.

Geometry as XYZ:
```
26
Properties=species:S:1:pos:R:3:forces:R:3
Yb -0.540404 0.137352 0.886438 4.0 1.9 -1.3
Ce 1.886476 -0.073427 -1.613048 0.7 0.3 -0.2
Cl -0.593329 0.695910 -1.738162 -2.0 0.3 0.1
S -2.654329 -1.320822 1.852882 -0.3 -0.4 -0.1
O -1.862635 -1.609467 0.599490 -1.0 -0.1 1.1
O -1.871335 -0.280994 2.605819 -0.5 -0.8 -0.1
O -3.056930 -2.470130 2.612558 0.1 0.5 -0.3
C -0.629702 2.503520 1.150636 -0.4 -0.7 0.1
C -4.094531 -0.446621 1.265330 -0.1 -0.3 -0.1
C 1.977620 -0.360234 0.612804 -2.1 0.0 1.6
C 1.731347 -2.288024 -2.334392 0.1 -1.4 -0.6
C 3.642981 1.439012 -1.964684 1.2 0.8 -0.4
H 1.224609 -2.839283 -1.518730 0.2 0.0 -0.4
H -4.810619 -1.220758 0.977716 0.0 0.2 0.0
H 2.730196 -2.713852 -2.536464 -0.4 -0.3 -0.1
H -0.581731 3.071168 0.211306 0.0 -0.1 0.2
H 1.101821 -2.288708 -3.245316 0.2 -0.3 0.2
H 0.103368 2.902849 1.863953 -0.2 0.0 -0.1
H 2.953426 0.125251 0.856804 -0.6 0.0 0.0
H -1.636706 2.620095 1.578936 -0.1 0.5 0.1
H 3.334317 2.067139 -2.821619 0.4 0.0 0.2
H -4.491675 0.172118 2.073869 0.1 -0.2 -0.1
H 4.572871 0.893941 -2.197065 0.1 0.4 0.0
H 1.627643 -0.935783 1.497895 0.5 -0.3 0.3
H -3.830023 0.157393 0.386624 0.0 -0.1 0.4
H 3.767275 2.062356 -1.063581 0.2 0.0 -0.3
```
Positions in Å, forces in eV/Å.

The value obtained for the energy is -2916.7875 Eh. As for the total charge: -1. As for the relative energy (zero: lowest compared OMol25 entry of this formula, charge and spin): 0.0000 eV. Its LUMO energy (spin up / spin down) is 2.37 / 2.37 eV. As for the expectation value of S²: 2.002. The calculation puts the orbital gap (spin up / spin down) at 5.6 / 5.7 eV. The calculation puts the HOMO energy (spin up / spin down) at -3.231 / -3.374 eV. Its multiplicity is 3.

These are the Mulliken partial charges, in e, on atoms 1 to 2: atom 1 (Yb): 0.7425, atom 2 (Ce): 0.8021



Q: relative energy (zero: lowest compared OMol25 entry of this formula, charge and spin) of number 4 (C5H14CeClO3SYb)?
A: 0.0000 eV



Q: Look up the energy of the fourth one.
A: -2916.7875 Eh



Q: Which of these has the highest energy?
A: C5H11NO



Q: The lowest energy belongs to which entry?
A: C5H14CeClO3SYb